Entry 1:
Density functional theory data (ωB97M-V with the def2-TZVPD basis set) for C3DyLi2O3 as an isolated structure in a non-equilibrium geometry.

Last column: Löwdin spin population.
Cartesian coordinates (Å):
1 O -2.550 0.579 -0.003  0.001
2 C -1.444 0.988 -0.159  0.006
3 O -0.640 1.814 0.166  0.070
4 Dy 1.813 2.128 0.113  5.845
5 Li -2.440 -1.590 -0.185  0.002
6 C -0.453 -0.958 -0.547  0.001
7 C 0.639 -0.988 0.047  0.005
8 O 1.762 -0.537 0.454  0.054
9 Li 3.312 -1.435 0.114  0.016

Output
Charge ... +2
E_tot ... -33729.62785 eV
<S²> ... 12.02
2S+1 ... 7

---

Entry 2:
Density functional theory data (ωB97M-V with the def2-TZVPD basis set) for C12H19MnN3O5S3 as an isolated structure.

Last column: Löwdin spin population.
Cartesian coordinates (Å):
1 Mn -0.484 0.686 0.327  3.955
2 N -0.282 2.602 1.421  0.064
3 C 0.386 2.654 2.751  0.007
4 C 1.823 2.139 2.653  0.001
5 C 2.046 0.717 3.179  0.000
6 C 1.106 -0.345 2.632  0.000
7 N 1.086 -0.349 1.135  -0.026
8 H 0.218 3.227 0.791  0.003
9 H -1.216 3.002 1.487  0.002
10 H -0.205 2.047 3.440  0.000
11 H 0.365 3.677 3.127  0.002
12 H 2.486 2.807 3.201  0.000
13 H 2.152 2.213 1.609  0.000
14 H 1.941 0.710 4.265  0.000
15 H 3.079 0.424 2.975  0.000
16 H 0.083 -0.195 2.975  0.000
17 H 1.413 -1.331 2.979  -0.002
18 H 1.006 -1.303 0.787  0.005
19 H 1.963 0.005 0.760  0.004
20 O 2.137 -0.472 -5.675  0.002
21 S 2.406 -0.869 -4.335  -0.001
22 O 3.642 -1.474 -3.968  -0.002
23 N 2.147 0.450 -3.307  0.004
24 C 1.162 0.226 -2.533  -0.002
25 S 0.814 1.486 -1.348  -0.099
26 C 0.437 -1.069 -2.691  0.000
27 C -0.678 -1.582 -2.052  0.011
28 C -1.139 -2.844 -2.408  0.002
29 C -0.497 -3.579 -3.396  0.000
30 C 0.613 -3.065 -4.057  0.001
31 C 1.051 -1.813 -3.686  -0.001
32 H -1.246 -1.021 -1.327  0.006
33 H -2.020 -3.245 -1.925  0.000
34 H -0.875 -4.556 -3.665  0.000
35 H 1.109 -3.624 -4.840  0.000
36 C -4.151 0.873 1.611  0.002
37 S -2.986 0.042 0.593  0.013
38 O -3.606 -1.055 -0.057  -0.003
39 O -2.333 1.058 -0.317  0.022
40 O -1.797 -0.318 1.462  0.028
41 H -5.090 0.919 1.063  0.000
42 H -3.792 1.870 1.850  0.000
43 H -4.272 0.275 2.513  0.000

Output
Energy relative to the best compared isomer or geometry (same formula, charge and spin) ... 12.5 kcal/mol
Charge ... +1
<S²> ... 6.14
2S+1 ... 5

---

Entry 3:
Density functional theory data (ωB97M-V with the def2-TZVPD basis set) for a single C3H6N2OS molecule in a non-equilibrium geometry.

Last column: natural (NBO) charge in e.
Cartesian coordinates (Å):
1 C 0.252 -1.298 -0.690  0.245
2 C -0.401 1.492 0.330  -0.085
3 C -0.399 0.378 1.326  -0.569
4 H 0.387 -3.219 -1.119  0.363
5 H 1.185 0.052 -1.935  0.389
6 H -1.303 2.118 0.179  0.206
7 H 0.374 2.216 0.657  0.175
8 H -1.107 0.503 2.187  0.249
9 H 0.598 0.200 1.733  0.233
10 N 0.800 -2.295 -1.273  -0.701
11 N 0.758 0.025 -1.011  -0.375
12 O -0.227 1.015 -0.977  -0.377
13 S -0.917 -1.186 0.593  0.249

Output
Energy relative to the best compared isomer or geometry (same formula, charge and spin) ... 73.8 kcal/mol
Structure (SMILES) ... [H]/N=C1/NOCCS1

---

Entry 4:
Density functional theory data (ωB97M-V with the def2-TZVPD basis set) for C2H3I3S as an isolated structure in a non-equilibrium geometry.

Last column: natural (NBO) charge in e.
Cartesian coordinates (Å):
1 C -1.084 -0.383 0.449  -0.487
2 C 0.727 0.508 -1.024  -0.888
3 S -0.649 0.147 1.963  0.231
4 I 0.120 1.865 -2.382  0.262
5 I 1.273 -1.494 -1.890  0.111
6 I 2.153 1.393 0.429  0.155
7 H -0.752 -1.419 0.245  0.252
8 H -1.906 0.237 0.021  0.247
9 H 0.118 -0.854 2.189  0.116

Output
Energy relative to the best compared isomer or geometry (same formula, charge and spin) ... 62.0 kcal/mol

---

What did the second record say?
Density functional theory data (ωB97M-V with the def2-TZVPD basis set) for C12H19MnN3O5S3 as an isolated structure.

Last column: Löwdin spin population.
Cartesian coordinates (Å):
1 Mn -0.484 0.686 0.327  3.955
2 N -0.282 2.602 1.421  0.064
3 C 0.386 2.654 2.751  0.007
4 C 1.823 2.139 2.653  0.001
5 C 2.046 0.717 3.179  0.000
6 C 1.106 -0.345 2.632  0.000
7 N 1.086 -0.349 1.135  -0.026
8 H 0.218 3.227 0.791  0.003
9 H -1.216 3.002 1.487  0.002
10 H -0.205 2.047 3.440  0.000
11 H 0.365 3.677 3.127  0.002
12 H 2.486 2.807 3.201  0.000
13 H 2.152 2.213 1.609  0.000
14 H 1.941 0.710 4.265  0.000
15 H 3.079 0.424 2.975  0.000
16 H 0.083 -0.195 2.975  0.000
17 H 1.413 -1.331 2.979  -0.002
18 H 1.006 -1.303 0.787  0.005
19 H 1.963 0.005 0.760  0.004
20 O 2.137 -0.472 -5.675  0.002
21 S 2.406 -0.869 -4.335  -0.001
22 O 3.642 -1.474 -3.968  -0.002
23 N 2.147 0.450 -3.307  0.004
24 C 1.162 0.226 -2.533  -0.002
25 S 0.814 1.486 -1.348  -0.099
26 C 0.437 -1.069 -2.691  0.000
27 C -0.678 -1.582 -2.052  0.011
28 C -1.139 -2.844 -2.408  0.002
29 C -0.497 -3.579 -3.396  0.000
30 C 0.613 -3.065 -4.057  0.001
31 C 1.051 -1.813 -3.686  -0.001
32 H -1.246 -1.021 -1.327  0.006
33 H -2.020 -3.245 -1.925  0.000
34 H -0.875 -4.556 -3.665  0.000
35 H 1.109 -3.624 -4.840  0.000
36 C -4.151 0.873 1.611  0.002
37 S -2.986 0.042 0.593  0.013
38 O -3.606 -1.055 -0.057  -0.003
39 O -2.333 1.058 -0.317  0.022
40 O -1.797 -0.318 1.462  0.028
41 H -5.090 0.919 1.063  0.000
42 H -3.792 1.870 1.850  0.000
43 H -4.272 0.275 2.513  0.000

Output
Energy relative to the best compared isomer or geometry (same formula, charge and spin) ... 12.5 kcal/mol
Charge ... +1
<S²> ... 6.14
2S+1 ... 5